No. 1
Formula: C36H34B2ClF4N7O6P2Se2Ti
Source: OMol25
Level of theory: ωB97M-V with the def2-TZVPD basis set

Output
Relative energy (zero: lowest compared OMol25 entry of this formula, charge and spin): 23.5 kcal per mole
Gap between HOMO and LUMO: 5.12 eV
Total charge: 0
LUMO: -2.510 eV
F_max: 0.0137 hartree/bohr

Geometry as XYZ:
```
95
Properties=species:S:1:pos:R:3:mulliken_charge:R:1
Ti 2.353 0.275 1.560 -1.379
C 5.547 -2.185 -0.149 -1.929
C 4.344 -1.662 0.539 0.930
N 4.264 -0.505 1.077 0.935
O 5.303 0.335 0.974 -0.666
B 5.664 1.024 2.273 0.909
F 5.940 0.060 3.225 -0.402
F 6.678 1.882 1.985 -0.333
O 4.504 1.871 2.764 -0.666
N 3.456 1.101 3.113 0.987
C 2.839 1.290 4.216 0.612
C 3.206 2.320 5.215 -2.048
C 1.699 0.357 4.409 1.125
N 1.602 -0.526 3.482 0.297
O 0.595 -1.393 3.616 -0.609
B 0.760 -2.677 2.851 0.879
F 1.881 -3.351 3.317 -0.427
F -0.416 -3.361 2.974 -0.309
O 0.946 -2.394 1.385 -0.308
N 2.124 -1.773 1.163 1.006
C 3.094 -2.453 0.691 0.754
C 3.027 -3.889 0.340 -2.168
C 0.748 0.426 5.542 -1.618
H 6.411 -1.574 0.093 0.420
H 5.381 -2.152 -1.229 0.293
H 5.722 -3.223 0.132 0.485
H 4.101 2.846 4.900 0.383
H 3.368 1.860 6.191 0.471
H 2.379 3.028 5.312 0.395
H 1.999 -4.232 0.377 0.289
H 3.623 -4.462 1.054 0.383
H 3.440 -4.041 -0.658 0.531
H 1.066 1.130 6.305 0.453
H 0.616 -0.567 5.971 0.325
H -0.225 0.727 5.142 0.307
Se -4.752 1.524 1.445 -0.360
P -3.563 0.312 0.216 -0.426
C -3.795 0.780 -1.522 0.923
C -3.485 2.100 -1.853 -0.587
C -3.734 2.579 -3.126 -0.931
C -4.341 1.757 -4.069 -0.836
C -4.668 0.453 -3.737 -0.976
C -4.380 -0.045 -2.473 -0.046
C -3.907 -1.457 0.407 0.906
C -2.971 -2.321 0.966 -0.270
C -3.289 -3.657 1.173 -0.552
C -4.543 -4.133 0.820 -0.742
C -5.492 -3.267 0.289 -0.738
C -5.182 -1.931 0.098 -0.276
C -1.782 0.446 0.597 0.048
C -0.550 0.158 0.011 -0.704
N 0.364 0.378 1.001 1.701
N -0.276 0.812 2.091 -0.049
N -1.542 0.856 1.872 -1.195
P -0.024 0.055 -1.723 0.533
Se 1.768 -0.931 -2.259 -0.328
C -1.342 -0.788 -2.614 0.358
C -1.788 -0.330 -3.848 0.034
C -2.612 -1.138 -4.617 -0.817
C -3.007 -2.382 -4.147 -0.772
C -2.576 -2.830 -2.905 -0.640
C -1.728 -2.041 -2.146 -0.323
C 0.014 1.807 -2.211 1.261
C 0.624 2.145 -3.419 -1.045
C 0.665 3.467 -3.832 -0.846
C 0.116 4.465 -3.035 -0.755
C -0.468 4.137 -1.821 -0.775
C -0.518 2.812 -1.407 -0.527
H -3.080 2.759 -1.095 0.728
H -3.477 3.600 -3.377 0.463
H -4.563 2.138 -5.057 0.395
H -5.136 -0.193 -4.469 0.498
H -4.597 -1.078 -2.246 0.561
H -1.989 -1.972 1.257 0.238
H -2.551 -4.308 1.621 0.516
H -4.790 -5.175 0.977 0.409
H -6.481 -3.629 0.042 0.420
H -5.940 -1.247 -0.265 0.531
H -1.501 0.650 -4.208 0.291
H -2.957 -0.787 -5.581 0.476
H -3.656 -3.006 -4.750 0.392
H -2.887 -3.796 -2.528 0.475
H -1.347 -2.411 -1.201 0.582
H 1.083 1.369 -4.020 0.539
H 1.136 3.721 -4.773 0.411
H 0.157 5.498 -3.354 0.454
H -0.875 4.910 -1.183 0.513
H -0.970 2.575 -0.453 0.549
Cl 2.307 5.198 0.322 -0.197
C 2.935 3.684 -0.332 -0.341
C 2.514 2.485 0.458 1.023
O 1.944 2.505 1.557 -0.515
O 2.828 1.330 -0.036 -0.544
H 4.024 3.712 -0.318 0.436
H 2.600 3.562 -1.361 0.141
```

***

No. 2
Formula: C35H28CdN6O6
Source: OMol25
Level of theory: ωB97M-V with the def2-TZVPD basis set

Output
Relative energy (zero: lowest compared OMol25 entry of this formula, charge and spin): 21.4 kcal per mole
Gap between HOMO and LUMO (alpha / beta): 3.65 / 3.20 eV
Total charge: -2
LUMO (alpha / beta): 3.994 / 3.995 eV
F_max: 0.0156 hartree/bohr

Geometry as XYZ:
```
76
Properties=species:S:1:pos:R:3:mulliken_charge:R:1
Cd -0.625 -1.287 -0.716 1.232
O 4.036 2.070 -0.221 -0.684
C 3.803 2.464 1.033 0.287
C 4.535 3.562 1.510 -0.684
C 4.380 3.988 2.807 -0.328
C 3.504 3.333 3.674 -0.962
C 2.763 2.271 3.194 0.021
C 2.879 1.839 1.879 0.141
C 2.102 0.670 1.347 0.637
O 2.507 0.072 0.367 -0.822
N 0.981 0.274 2.039 0.459
N 0.389 -0.944 1.561 0.769
C 0.678 -1.911 2.355 -0.671
C 0.378 -3.309 2.139 -0.114
C 0.232 -4.113 3.284 -0.525
C -0.005 -5.462 3.207 -0.754
C -0.060 -6.045 1.919 -0.292
C 0.127 -5.305 0.784 -0.630
C 0.362 -3.886 0.820 0.389
O 0.583 -3.229 -0.238 -0.949
H 3.515 1.255 -0.377 0.389
H 5.222 4.047 0.829 0.429
H 4.955 4.837 3.159 0.352
H 3.396 3.655 4.701 0.397
H 2.074 1.758 3.851 0.448
H 1.198 -1.658 3.282 0.494
H 0.303 -3.635 4.259 0.332
H -0.138 -6.059 4.100 0.360
H -0.244 -7.112 1.827 0.347
H 0.099 -5.760 -0.200 0.386
O 0.430 2.659 -7.452 -0.848
N 0.125 2.842 -6.222 0.907
O -0.100 4.028 -5.803 -0.806
C 0.043 1.767 -5.385 -0.492
C 0.304 0.486 -5.956 -0.867
C 0.240 -0.656 -5.196 1.111
C 0.477 -1.966 -5.698 -0.713
C 0.393 -3.062 -4.880 -0.874
C 0.071 -2.885 -3.511 -0.189
N -0.163 -1.694 -3.010 0.077
C -0.088 -0.579 -3.788 -0.678
C -0.345 0.672 -3.184 -0.272
N -0.646 0.676 -1.846 0.432
C -0.977 1.850 -1.237 -0.611
C -0.964 3.032 -1.896 -0.967
C -0.605 3.070 -3.276 -0.737
C -0.303 1.890 -3.956 0.890
H 0.549 0.442 -7.007 0.458
H 0.733 -2.074 -6.748 0.382
H 0.580 -4.061 -5.258 0.360
H 0.022 -3.721 -2.821 0.354
H -1.298 1.773 -0.204 0.700
H -1.244 3.941 -1.374 0.436
H -0.585 3.992 -3.823 0.542
N -4.810 -0.002 0.151 -0.528
C -3.685 -0.305 0.891 0.347
O -3.024 0.585 1.399 -0.506
C -3.347 -1.771 0.979 -0.464
C -2.631 -2.195 -0.328 -1.355
H -4.830 0.947 -0.186 0.268
H -5.106 -0.702 -0.510 0.246
H -4.274 -2.335 1.158 0.413
H -2.704 -1.900 1.851 0.097
H -3.300 -1.980 -1.167 0.468
H -2.488 -3.280 -0.321 0.388
C -1.659 2.932 3.962 -0.589
C -1.479 1.640 4.441 -0.651
C -0.611 0.776 3.794 -0.041
C 0.069 1.195 2.662 -0.389
C -0.119 2.471 2.165 0.024
C -0.977 3.342 2.824 -0.958
H -2.343 3.606 4.460 0.371
H -2.027 1.296 5.311 0.388
H -0.484 -0.240 4.145 0.384
H 0.382 2.783 1.254 0.646
H -1.131 4.335 2.420 0.391
```

***

No. 3
Formula: C17H15Cl4NO3
Source: OMol25
Level of theory: ωB97M-V with the def2-TZVPD basis set

Output
Gap between HOMO and LUMO: 8.26 eV
Total charge: 0
LUMO: -0.938 eV
F_max: 0.0449 hartree/bohr

Geometry as XYZ:
```
40
Properties=species:S:1:pos:R:3:mulliken_charge:R:1
C -1.486 0.492 0.471 -0.689
C -1.546 -0.532 1.330 -0.886
C -1.199 -1.886 0.793 0.620
C -0.252 -2.684 1.394 -0.381
C 0.084 -3.909 0.876 -0.942
C -0.559 -4.304 -0.270 1.035
C -1.513 -3.525 -0.889 0.341
C -1.843 -2.300 -0.353 0.371
O -2.811 -1.539 -1.032 -0.505
C -3.978 -1.773 -0.501 0.535
N -4.975 -2.037 0.036 -0.480
C -2.147 -4.039 -2.173 0.282
O -3.308 -3.859 -2.457 -0.514
C -1.197 -4.825 -3.047 -0.544
C -0.284 -5.568 -2.451 -0.460
C -0.229 -5.622 -0.943 0.009
O 0.022 -6.636 -0.334 -0.525
H -0.690 0.454 -0.271 0.218
H -2.155 1.346 0.519 0.332
H -1.803 -0.380 2.376 0.419
H 0.257 -2.324 2.280 0.472
H 0.843 -4.537 1.325 0.480
H -1.270 -4.728 -4.126 0.413
H 0.451 -6.133 -3.019 0.389
Cl -0.052 2.680 -1.992 -0.185
C 1.323 3.493 -1.195 -0.246
C 2.406 2.525 -0.792 -0.484
Cl 1.893 1.451 0.535 -0.151
H 0.939 4.037 -0.337 0.064
H 1.720 4.213 -1.908 0.359
H 3.275 3.075 -0.435 0.255
H 2.716 1.901 -1.628 0.376
Cl 3.301 5.901 0.496 -0.180
C 2.197 6.500 1.763 -0.526
C 2.119 5.564 2.943 -0.475
Cl 1.295 4.032 2.547 -0.121
H 1.220 6.655 1.312 0.328
H 2.583 7.465 2.085 0.368
H 1.547 6.032 3.743 0.313
H 3.108 5.323 3.327 0.316
```

***

No. 4
Formula: C6H7Cl
Source: OMol25
Level of theory: ωB97M-V with the def2-TZVPD basis set

Output
Relative energy (zero: lowest compared OMol25 entry of this formula, charge and spin): 132.9 kcal per mole
Gap between HOMO and LUMO (alpha / beta): 8.01 / 7.86 eV
Total charge: 0
LUMO (alpha / beta): 0.460 / -0.098 eV
F_max: 0.1107 hartree/bohr

Geometry as XYZ:
```
14
Properties=species:S:1:pos:R:3:mulliken_charge:R:1
C 1.301 -0.197 -0.288 -0.239
C -0.575 -0.852 0.215 0.144
C 0.722 1.035 0.081 0.581
C 1.361 2.209 -0.119 -0.908
C -0.835 0.603 0.371 -0.521
C -1.276 -2.099 -0.162 -0.832
Cl 2.901 -0.732 -0.394 -0.160
H 0.897 3.107 0.173 0.328
H 2.443 2.233 -0.195 0.265
H -1.576 0.854 -0.407 0.219
H -1.113 1.171 1.328 0.278
H -0.442 -2.858 -0.282 0.261
H -1.996 -1.958 -0.992 0.273
H -1.813 -2.515 0.671 0.311
```